Entry 1:
This record from the Open Molecules 2025 dataset describes C3H7NS2 in the gas phase. The level of theory is ωB97M-V with the def2-TZVPD basis set.

Its total energy is -26382.6215 eV. The calculation puts the lowest unoccupied orbital energy at 0.5085 eV. The net charge is 0. As for the spin multiplicity: 1. For the energy relative to the best compared isomer or geometry (same formula, charge and spin), the calculation gives 58.89 kcal per mole. Its structure (SMILES) is CS/C(C)=N\S.

Last column: Löwdin charge in e.
Cartesian coordinates (Å):
C1 0.748 1.477 -0.520  -0.491
S1 1.452 0.211 0.515  0.868
C2 -0.015 -0.671 0.355  -0.858
C3 -0.892 -0.902 1.506  -0.159
N1 -0.674 -0.983 -0.741  -0.413
S2 -0.055 -0.901 -2.299  0.704
H1 1.414 2.359 -0.625  0.036
H2 -0.311 1.983 -0.190  0.110
H3 0.445 1.001 -1.542  -0.056
H4 -0.280 -1.109 2.457  0.076
H5 -1.652 -1.821 1.404  0.116
H6 -1.557 0.104 1.792  0.137
H7 1.376 -0.749 -2.112  -0.070


Entry 2:
This record from the Open Molecules 2025 dataset describes C3H7NS2 in the gas phase. The level of theory is ωB97M-V with the def2-TZVPD basis set.

Its total energy is -26383.8935 eV. The calculation puts the lowest unoccupied orbital energy at 0.8282 eV. The net charge is 0. As for the spin multiplicity: 1. For the energy relative to the best compared isomer or geometry (same formula, charge and spin), the calculation gives 29.56 kcal per mole. Its structure (SMILES) is CCS/C=N/S.

Last column: Löwdin charge in e.
Cartesian coordinates (Å):
C1 -1.286 1.120 -0.414  -0.156
C2 -1.300 -0.056 0.560  -0.501
S1 -0.724 -1.730 -0.028  0.895
C3 0.917 -1.478 -0.276  -0.703
N1 1.482 -0.456 0.298  -0.451
S2 3.179 -0.270 -0.011  0.702
H1 -1.955 0.914 -1.341  0.103
H2 -0.302 1.279 -0.720  0.024
H3 -1.713 2.058 -0.009  0.078
H4 -2.302 -0.266 0.878  0.048
H5 -0.692 0.205 1.444  0.071
H6 1.480 -2.241 -0.883  0.081
H7 3.215 0.920 0.502  -0.190


Entry 3:
This record from the Open Molecules 2025 dataset describes C3H7NS2 in the gas phase. The level of theory is ωB97M-V with the def2-TZVPD basis set.

Its total energy is -26381.4239 eV. The calculation puts the lowest unoccupied orbital energy (alpha / beta) at -0.6254 / -1.8884 eV. The net charge is 0. As for the spin multiplicity: 1. For the energy relative to the best compared isomer or geometry (same formula, charge and spin), the calculation gives 86.51 kcal per mole.

Last column: Löwdin charge in e.
Cartesian coordinates (Å):
C1 -0.140 0.976 1.179  -0.469
C2 -1.529 1.064 0.486  -0.662
C3 1.412 -1.556 -1.334  -0.433
N1 0.801 0.511 0.295  -0.346
S1 -2.350 -0.508 0.233  0.601
S2 1.376 -1.062 0.351  0.853
H1 -0.050 2.017 1.389  0.100
H2 -0.366 0.428 2.068  0.087
H3 -2.016 1.900 1.096  0.094
H4 -1.235 1.372 -0.523  0.056
H5 1.667 -0.819 -2.170  0.082
H6 0.404 -1.916 -1.603  0.029
H7 2.024 -2.407 -1.467  0.008


Entry 4:
This record from the Open Molecules 2025 dataset describes 2 unconnected molecules or ions with the total composition C3H7NS2. The level of theory is ωB97M-V with the def2-TZVPD basis set.

Its total energy is -26382.5656 eV. The calculation puts the lowest unoccupied orbital energy at 0.3222 eV. The net charge is 0. As for the spin multiplicity: 1. For the energy relative to the best compared isomer or geometry (same formula, charge and spin), the calculation gives 60.18 kcal per mole. Its structure (SMILES) is C=C=NC.SS.

Last column: Löwdin charge in e.
Cartesian coordinates (Å):
C1 -1.064 2.064 -0.464  -0.045
C2 -1.342 0.799 -0.536  -0.251
N1 -1.783 -0.322 -0.428  0.019
C3 -1.602 -1.395 0.531  -0.097
H1 -1.958 2.736 -0.068  0.099
H2 -0.289 2.523 -1.132  0.055
H3 -0.528 -1.412 0.804  0.089
H4 -1.983 -2.293 0.135  0.047
H5 -2.208 -1.289 1.456  0.089
S1 4.763 0.750 0.449  0.165
S2 3.719 -0.144 -1.074  0.163
H6 5.917 -0.113 0.292  -0.137
H7 3.308 -1.357 -0.610  -0.195


Entry 5:
This record from the Open Molecules 2025 dataset describes C3H7NS2 in the gas phase. The level of theory is ωB97M-V with the def2-TZVPD basis set.

Its total energy is -26384.8410 eV. The calculation puts the lowest unoccupied orbital energy at 0.6574 eV. The net charge is 0. As for the spin multiplicity: 1. For the energy relative to the best compared isomer or geometry (same formula, charge and spin), the calculation gives 7.71 kcal per mole. Its structure (SMILES) is CNC(=S)SC.

Last column: Löwdin charge in e.
Cartesian coordinates (Å):
C1 -1.032 -0.617 2.158  -0.138
N1 -0.174 0.150 1.288  -0.178
C2 -0.079 -0.018 -0.066  -1.077
S1 -1.145 -1.015 -0.882  0.618
S2 1.369 0.907 -0.699  0.823
C3 1.152 0.526 -2.423  -0.474
H1 -0.712 -1.669 2.287  0.095
H2 -0.984 -0.216 3.144  0.069
H3 -2.065 -0.603 1.830  0.063
H4 0.216 0.969 1.763  0.125
H5 0.105 0.482 -2.670  -0.010
H6 1.774 -0.309 -2.798  0.052
H7 1.574 1.412 -2.932  0.031


Entry 6:
This record from the Open Molecules 2025 dataset describes C3H7NS3 in the gas phase. The level of theory is ωB97M-V with the def2-TZVPD basis set.

Its total energy is -37215.1058 eV. The calculation puts the lowest unoccupied orbital energy (alpha / beta) at 0.7405 / -2.7693 eV. The net charge is 0. As for the spin multiplicity: 3. For the energy relative to the best compared isomer or geometry (same formula, charge and spin), the calculation gives 23.03 kcal per mole.

Last column: Löwdin spin population.
Cartesian coordinates (Å):
C1 1.783 -1.273 -0.295  0.318
C2 -0.451 0.367 2.319  0.013
C3 -1.092 0.879 -2.014  0.071
N1 1.297 -0.677 0.726  0.047
S1 1.058 -1.567 -1.714  0.837
S2 -0.284 -0.303 0.633  0.256
S3 -0.856 1.529 -0.376  0.385
H1 2.746 -1.831 -0.138  0.034
H2 -0.452 -0.650 2.879  0.004
H3 -1.326 0.880 2.638  0.000
H4 0.580 0.609 2.572  0.002
H5 -0.840 -0.191 -2.082  0.026
H6 -0.128 1.088 -2.713  0.001
H7 -2.035 1.140 -2.436  0.006


Entry 7:
This record from the Open Molecules 2025 dataset describes C3H7NSi in the gas phase. The level of theory is ωB97M-V with the def2-TZVPD basis set.

Its total energy is -12590.5470 eV. The calculation puts the lowest unoccupied orbital energy at 0.7226 eV. The net charge is 0. As for the spin multiplicity: 1. For the energy relative to the best compared isomer or geometry (same formula, charge and spin), the calculation gives 27.02 kcal per mole. Its structure (SMILES) is C[SiH2]CC#N.

Last column: Löwdin charge in e.
Cartesian coordinates (Å):
C1 0.755 0.968 1.179  -0.227
Si1 -0.273 0.783 -0.446  0.659
C2 -0.957 -1.052 -0.605  -0.252
C3 0.381 -1.976 -0.543  -0.278
N1 1.316 -2.605 -0.733  0.100
H1 0.471 1.816 1.637  -0.029
H2 0.633 0.092 1.778  0.024
H3 1.735 1.218 0.991  -0.005
H4 0.490 1.694 -1.433  -0.035
H5 -1.650 1.406 -0.366  -0.048
H6 -1.547 -1.247 0.206  0.012
H7 -1.355 -1.097 -1.664  0.079


Entry 8:
This record from the Open Molecules 2025 dataset describes a gas-phase ion, C3H7O (charge +1). The level of theory is ωB97M-V with the def2-TZVPD basis set.

Its total energy is -5263.5095 eV. The calculation puts the lowest unoccupied orbital energy at -5.8413 eV. The net charge is +1. As for the spin multiplicity: 1. For the energy relative to the best compared isomer or geometry (same formula, charge and spin), the calculation gives 0.00 kcal per mole.

Last column: Löwdin charge in e.
Cartesian coordinates (Å):
C1 -0.223 0.034 -0.452  -0.018
C2 -1.079 1.043 -1.097  0.035
C3 1.045 -0.899 1.312  0.028
O1 0.193 0.070 0.733  0.055
H1 -1.792 0.563 -1.766  0.117
H2 0.072 -0.811 -1.090  0.172
H3 -1.570 1.693 -0.376  0.114
H4 -0.443 1.671 -1.734  0.132
H5 1.148 -1.795 0.701  0.116
H6 2.017 -0.429 1.476  0.125
H7 0.632 -1.141 2.293  0.124


| no. | largest force on an atom (eV/A) | molar mass (g mol⁻¹) |
| --- | --- | --- |
| 1 | 4.64 | 121.230 |
| 2 | 3.10 | 121.230 |
| 3 | 3.25 | 121.230 |
| 4 | 3.30 | 121.230 |
| 5 | 2.15 | 121.230 |
| 6 | 4.62 | 153.297 |
| 7 | 6.78 | 85.182 |
| 8 | 2.38 | 59.088 |